Entry 1:
131
Properties=species:S:1:pos:R:3:forces:R:3 method="wB97M-V/def2-TZVPD" de_lowest_kcal_mol=0.0 spin_multiplicity=3 e_tot_ev=-130253.5965 total_charge=+2
W -0.640 -0.170 -0.383 -0.72 -0.11 0.18
S -1.422 0.019 3.867 0.05 0.00 -0.04
S -2.269 -1.103 1.283 0.29 0.00 -0.05
S -2.654 1.306 -0.958 -0.03 -0.09 -0.09
Si -4.729 -1.926 -0.156 0.00 0.02 -0.01
Si -1.995 -3.449 -0.592 -0.06 -0.02 0.04
Si -3.583 -3.857 2.188 0.00 0.03 -0.03
O -0.873 -2.428 3.053 -0.02 -0.08 0.01
O -1.288 -2.108 -1.411 0.05 0.22 -0.06
O 11.086 -0.241 -5.915 -0.01 -0.01 -0.01
N 1.150 3.236 1.728 -0.08 0.02 0.03
N 5.698 -0.968 -2.449 0.00 0.00 0.00
N 0.320 1.414 0.821 0.02 0.15 0.10
N -2.801 2.202 1.597 0.05 0.11 0.00
N -1.703 6.197 2.815 -0.03 -0.04 0.00
N -4.245 3.111 0.233 0.00 0.01 0.01
N 0.442 0.574 -2.068 0.27 0.10 -0.22
N 0.203 5.208 2.726 0.02 -0.03 0.03
N -0.766 5.851 2.024 -0.03 -0.02 -0.01
N 1.259 -1.130 -0.256 0.24 -0.12 0.07
N 4.968 0.437 -4.007 0.00 0.00 0.00
C 1.082 1.071 1.931 -0.02 0.02 0.03
C 0.444 4.569 5.179 0.00 0.01 0.00
C 9.628 -0.987 -4.269 0.00 0.00 0.00
C 8.390 -1.008 -3.671 0.00 0.00 0.00
C 9.845 -0.197 -5.402 0.01 0.01 0.00
C 3.864 -2.140 -0.138 -0.03 -0.01 0.04
C -4.355 -1.309 -1.894 0.06 -0.01 -0.02
C -0.021 1.361 -3.050 -0.01 -0.03 0.06
C -2.078 5.917 5.297 0.00 0.00 0.01
C -1.500 5.372 6.417 0.00 0.01 0.00
C -1.380 5.778 4.092 -0.02 -0.02 -0.02
C 2.097 1.458 -4.172 -0.03 0.02 0.01
C 2.199 -0.728 -1.157 0.01 -0.05 0.04
C 8.801 0.569 -5.921 0.00 0.00 0.00
C 2.905 -2.529 0.773 0.04 0.00 -0.01
C 2.608 0.622 -3.179 0.00 -0.04 0.03
C 7.561 0.538 -5.308 0.00 -0.01 0.00
C -4.581 3.712 1.527 -0.02 0.00 0.00
C -1.446 -1.259 2.859 -0.10 -0.07 0.03
C -4.974 3.468 -0.965 -0.01 -0.01 0.01
C -3.099 -2.665 0.711 -0.02 -0.01 0.03
C -0.605 -2.398 -2.648 -0.02 -0.02 0.00
C 11.361 0.525 -7.082 0.00 0.01 0.00
C -0.255 4.708 6.356 0.00 0.00 0.00
C -4.991 -5.015 1.775 -0.01 0.04 -0.05
C 1.753 0.188 -2.154 -0.03 0.05 -0.03
C -0.153 5.122 4.042 0.01 0.01 0.01
C 6.010 -0.243 -3.572 0.01 0.00 0.00
C -3.243 2.245 0.343 0.10 0.00 0.05
C 4.378 -0.726 -2.159 0.01 -0.02 0.00
C -5.430 -0.569 0.933 0.01 0.01 0.02
C 3.958 0.146 -3.141 0.00 0.00 -0.01
C -2.955 -4.470 -1.819 0.00 0.01 0.01
C 0.390 2.738 0.720 0.16 -0.05 -0.15
C 1.590 2.187 2.499 -0.01 0.00 0.01
C 3.522 -1.220 -1.134 -0.02 0.04 -0.03
C 1.327 4.647 2.035 0.03 0.00 -0.02
C -0.243 -2.670 4.331 0.00 -0.01 -0.01
C -3.584 3.050 2.495 -0.02 -0.02 -0.02
C -0.581 -4.506 -0.005 0.01 0.00 -0.03
C 7.335 -0.244 -4.181 0.00 0.00 0.00
C -2.250 -5.094 2.665 0.01 0.02 0.01
C -6.149 -3.108 -0.442 0.03 -0.01 0.02
C 1.622 -2.007 0.686 -0.05 0.05 0.01
C -4.091 -2.778 3.641 0.01 -0.02 0.00
C 0.766 1.809 -4.103 0.03 0.01 -0.03
C -0.133 3.609 -0.365 -0.03 0.01 0.03
H 2.221 4.750 2.648 0.01 -0.01 -0.01
H -5.884 -4.074 -0.868 0.02 -0.02 -0.01
H -4.979 -0.433 -2.087 0.00 -0.01 0.01
H 10.450 -1.574 -3.884 0.00 0.00 0.00
H -5.103 -3.054 3.947 0.01 -0.01 0.01
H 0.061 -3.711 4.308 0.00 -0.01 0.00
H -3.444 -2.936 4.506 0.02 0.02 0.01
H 0.696 4.117 -0.864 -0.01 0.00 -0.01
H -3.387 -3.886 -2.631 -0.03 0.02 0.00
H 0.314 2.440 -4.855 0.00 0.00 0.00
H 8.261 -1.635 -2.796 0.00 0.00 0.00
H 4.865 -2.546 -0.082 0.00 0.00 0.00
H -2.113 1.537 1.918 -0.02 -0.04 0.01
H 6.334 -1.558 -1.943 0.00 0.00 0.00
H -4.648 -2.073 -2.616 -0.01 -0.03 -0.01
H -2.332 -5.979 2.031 0.01 0.00 0.00
H 0.435 -2.660 -2.448 0.00 0.01 0.00
H -6.034 3.250 -0.832 0.00 0.00 0.00
H -3.021 6.444 5.335 0.00 0.00 0.00
H -5.979 -4.573 1.856 -0.04 0.02 -0.02
H -4.464 4.795 1.486 0.03 0.00 -0.02
H -4.901 -5.489 0.797 0.00 -0.01 -0.01
H 1.208 0.052 2.245 -0.03 0.01 0.00
H -1.996 5.460 7.374 0.00 0.00 0.00
H -0.802 4.377 0.026 0.00 -0.01 0.00
H 1.405 4.073 5.152 0.00 0.00 0.00
H -0.645 -1.515 -3.280 -0.02 -0.01 -0.01
H -1.094 -3.222 -3.167 0.01 -0.01 0.01
H -4.078 2.449 3.257 0.01 -0.01 -0.01
H -2.315 -5.239 -2.256 0.00 0.01 -0.01
H -6.766 -3.270 0.437 -0.01 -0.03 0.03
H -6.775 -2.597 -1.182 0.00 0.00 0.00
H -4.696 0.125 1.340 -0.02 0.01 -0.03
H 0.853 -2.291 1.392 0.01 -0.01 -0.01
H -3.775 -4.988 -1.317 0.01 -0.02 0.02
H 6.748 1.129 -5.707 0.00 0.00 0.00
H 2.215 2.326 3.363 0.00 0.00 0.01
H -3.325 -1.025 -2.089 -0.06 -0.04 -0.02
H -2.481 -5.424 3.683 -0.01 0.01 0.00
H -1.059 1.654 -2.984 -0.01 -0.01 0.01
H 0.152 -4.588 -0.813 0.01 0.00 0.01
H -4.856 4.533 -1.170 0.00 0.00 0.00
H 10.723 0.216 -7.912 0.00 0.00 0.00
H -5.619 3.483 1.775 0.00 0.02 0.01
H 8.947 1.187 -6.794 0.00 0.00 0.00
H -0.955 -2.487 5.133 0.00 0.00 0.00
H -0.944 -5.515 0.198 0.01 0.00 -0.01
H 11.232 1.591 -6.889 0.00 0.00 0.00
H 12.399 0.325 -7.329 0.00 0.00 0.00
H -5.983 -1.008 1.767 0.02 0.00 0.02
H -4.103 -1.709 3.425 -0.01 0.02 -0.01
H -4.594 2.896 -1.806 0.00 0.00 0.00
H -2.945 3.782 2.981 0.03 0.05 0.07
H 3.135 -3.242 1.552 0.00 0.00 0.00
H -6.146 0.003 0.336 -0.02 -0.01 0.00
H 0.165 4.305 7.268 0.00 0.00 0.00
H -0.072 -4.151 0.887 0.00 0.03 0.01
H -1.221 -4.755 2.643 0.01 0.01 0.03
H -0.665 3.015 -1.096 -0.02 0.00 0.00
H 2.744 1.797 -4.969 0.00 0.00 0.00
H 1.460 5.209 1.114 0.00 0.01 0.01
H -4.934 -5.816 2.518 0.01 0.01 0.01
H 0.614 -2.009 4.449 0.00 0.01 0.00

Entry 2:
118
Properties=species:S:1:pos:R:3:forces:R:3 method="wB97M-V/def2-TZVPD" e_tot_ev=-89883.6600
Sc -0.078 -0.723 -0.024 -0.02 0.48 0.83
S -4.214 -4.288 2.076 -0.07 -0.16 -0.02
O -1.601 -0.013 -1.051 0.15 -0.05 -0.17
O 1.564 -0.811 -0.979 0.61 0.01 -0.68
N 0.685 1.684 -0.067 -0.12 -0.10 -0.16
N 0.020 0.293 2.421 -0.14 -0.17 -0.20
N -2.693 -2.248 1.972 -0.31 -0.07 -0.19
C 1.785 1.112 -2.313 0.00 0.22 -0.10
C -2.155 -6.209 -0.828 -0.02 0.09 -0.03
C -3.875 -1.909 1.356 0.13 0.02 0.09
C 0.962 -3.240 -2.908 -0.09 0.00 0.04
C -2.538 -4.876 -1.115 0.03 -0.10 0.04
C 1.753 -4.576 1.500 -0.05 0.13 -0.06
C 0.270 1.740 2.362 0.01 0.03 0.15
C -2.137 4.232 -4.832 0.01 -0.05 0.03
C 0.197 -2.932 0.534 -0.24 0.22 -0.06
C 3.654 1.203 -6.710 0.05 -0.01 -0.02
C -0.214 -5.382 0.370 0.03 -0.11 0.06
C 2.305 1.578 -6.086 0.00 -0.04 0.03
C -1.167 0.088 3.264 0.02 0.04 0.04
C -0.593 -4.046 0.098 -0.12 0.03 0.03
C 2.149 -1.070 -3.311 0.08 -0.04 -0.22
C -0.541 2.449 -0.378 0.03 0.05 -0.01
C -2.748 -3.479 2.389 0.15 0.14 0.03
C 1.199 2.109 1.240 0.05 -0.02 -0.09
C 1.841 -0.271 -2.196 -0.26 -0.29 0.42
C -4.002 -0.466 -4.795 -0.05 -0.02 -0.01
C 2.840 -3.201 -4.512 0.03 -0.01 -0.01
C 1.154 -0.377 3.073 0.04 -0.01 -0.01
C -2.117 -1.626 -3.715 0.06 0.02 -0.02
C -1.779 -3.839 -0.657 0.00 0.06 0.03
C -1.295 5.454 -4.470 0.03 0.05 -0.01
C -1.965 3.106 -3.811 -0.02 -0.08 -0.04
C -2.573 1.870 -4.032 0.03 -0.07 -0.01
C 1.360 -3.244 1.196 0.15 -0.27 0.03
C -1.159 2.199 -1.721 -0.04 0.19 -0.01
C -1.023 -6.449 -0.104 0.03 0.02 0.02
C -4.123 -0.935 -2.367 -0.02 -0.07 0.01
C -2.494 0.785 -3.166 0.02 0.05 -0.18
C 2.303 -0.410 -4.525 0.02 -0.04 0.02
C -3.612 4.651 -4.883 -0.03 0.01 0.03
C -1.754 0.964 -1.979 0.08 -0.32 0.28
C 2.185 0.971 -4.690 -0.04 0.00 0.05
C -3.177 -0.542 -3.508 -0.04 0.08 0.06
C 0.979 -5.624 1.103 -0.08 0.00 -0.05
C 2.317 -2.593 -3.208 -0.06 0.05 0.03
C 1.746 1.953 -1.069 -0.05 0.06 0.04
C 3.321 -2.957 -2.105 0.09 0.02 -0.02
C -4.816 -2.886 1.313 -0.02 0.03 0.00
C 1.173 1.023 -6.963 -0.02 0.00 -0.03
C -1.258 3.246 -2.631 0.01 0.01 0.05
C -1.709 3.749 -6.223 0.00 0.00 -0.02
C 1.942 1.723 -3.553 -0.02 -0.04 0.02
C 2.199 3.103 -6.057 0.01 0.03 0.01
H 3.761 0.124 -6.827 -0.01 0.01 0.01
H -4.910 -0.186 -2.246 0.00 0.00 0.00
H 3.462 -4.041 -2.091 0.00 0.01 0.02
H -2.757 -7.034 -1.187 -0.01 0.00 0.00
H 1.708 3.015 -1.347 0.02 -0.01 -0.01
H 0.199 1.254 -6.529 -0.02 0.01 0.02
H -1.824 4.551 -6.957 -0.01 0.01 0.01
H 0.696 2.081 3.316 -0.01 0.00 0.00
H 1.336 0.060 4.063 0.02 -0.01 0.00
H 1.244 -0.062 -7.058 0.01 0.01 0.00
H -4.426 -1.453 -4.991 -0.01 0.01 0.00
H -5.800 -2.849 0.877 0.00 0.01 0.00
H 4.480 1.556 -6.089 -0.01 0.01 0.00
H -1.923 -3.983 2.875 0.01 0.01 -0.01
H -1.021 0.572 4.240 -0.01 -0.01 0.00
H 2.131 -3.090 -5.335 -0.02 0.03 0.00
H -0.777 4.184 -2.379 0.00 0.00 0.00
H -0.689 2.245 2.257 0.00 0.01 -0.01
H 0.285 -3.122 -3.756 0.00 -0.01 -0.02
H 2.267 3.494 -7.075 0.00 0.00 0.00
H 3.751 1.656 -7.700 0.00 0.00 0.00
H 2.167 1.626 1.386 0.00 -0.01 0.02
H -0.717 -7.467 0.111 0.00 0.00 0.01
H -2.091 -2.819 -0.861 0.03 -0.01 -0.04
H -0.324 3.523 -0.281 0.01 0.00 0.00
H 1.075 -4.308 -2.701 0.03 0.00 -0.03
H -1.592 5.883 -3.511 -0.01 0.00 -0.01
H 2.681 -4.754 2.032 0.00 0.00 0.01
H -2.042 0.522 2.781 -0.01 -0.01 0.00
H -1.422 6.226 -5.232 0.00 -0.01 0.00
H -3.578 -1.020 -1.431 -0.04 -0.03 0.04
H 2.695 1.799 -0.549 0.02 -0.03 -0.01
H -3.391 -0.194 -5.657 0.00 -0.04 0.00
H 0.931 -1.435 3.185 0.00 -0.03 -0.02
H -3.751 5.470 -5.594 0.00 0.00 0.00
H 1.216 1.454 -7.967 0.01 0.00 0.00
H -2.592 -2.601 -3.856 0.01 -0.02 0.02
H 2.525 -1.004 -5.400 -0.02 0.00 -0.01
H 3.005 3.551 -5.471 0.01 -0.02 -0.01
H 1.269 -6.646 1.319 -0.01 -0.01 -0.01
H -3.989 -0.916 0.947 0.00 0.02 -0.04
H 2.060 -0.281 2.475 0.00 0.01 -0.01
H 2.064 -2.463 1.473 0.00 0.05 0.05
H -3.437 -4.682 -1.687 0.00 -0.01 -0.01
H 4.291 -2.491 -2.304 0.00 -0.01 0.00
H -1.350 -0.970 3.399 0.00 -0.04 0.00
H -4.831 0.241 -4.720 0.03 0.03 0.03
H 1.249 3.436 -5.636 0.08 -0.03 0.02
H -0.665 3.435 -6.223 -0.07 0.01 -0.02
H -3.955 4.987 -3.902 0.01 0.00 0.00
H -3.141 1.748 -4.943 -0.03 0.01 -0.02
H -4.597 -1.898 -2.581 -0.01 0.02 -0.03
H 1.380 3.195 1.254 -0.02 0.00 0.00
H 0.494 -2.798 -2.030 0.07 -0.03 -0.05
H -1.441 -1.694 -2.867 0.01 -0.02 0.04
H -0.231 5.207 -4.419 -0.01 -0.01 0.00
H 3.793 -2.761 -4.814 0.01 -0.02 0.01
H 1.864 2.802 -3.603 0.00 0.01 0.00
H 2.982 -2.648 -1.121 -0.06 0.04 0.01
H 2.996 -4.271 -4.362 0.00 0.01 0.00
H -2.311 2.903 -6.559 0.00 0.00 -0.01
H -1.519 -1.409 -4.604 0.04 0.02 0.01
H -1.286 2.195 0.380 -0.03 0.00 0.00
H -4.251 3.823 -5.196 0.02 -0.01 0.01

Entry 3:
127
Properties=species:S:1:pos:R:3:forces:R:3 method="wB97M-V/def2-TZVPD" de_lowest_kcal_mol=0.0 spin_multiplicity=2 e_tot_ev=-452571.6180 total_charge=+1
Ru -0.315 -0.299 0.022 0.64 -0.71 1.56
Br -5.109 0.452 -4.863 0.00 0.00 -0.02
Br -2.237 0.506 -6.488 -0.02 0.01 -0.02
Br 0.604 0.027 -4.793 0.05 0.03 -0.06
Br -5.110 -0.060 -1.562 -0.02 0.00 0.02
As -0.235 -2.708 0.375 0.17 -0.19 -0.12
S 0.549 2.771 -0.677 0.04 -0.01 -0.18
P 1.899 -0.238 0.685 -0.34 0.08 0.05
P -0.368 0.176 3.020 -0.19 0.24 -0.45
Si -0.853 -3.930 -1.586 0.05 0.01 0.02
Si -1.563 -3.732 2.076 -0.15 0.07 -0.07
Si 3.820 -4.931 -0.172 0.11 -0.03 -0.07
O -0.610 1.789 -0.482 -0.01 0.36 0.04
O -0.009 -0.449 -1.898 -0.19 0.21 -0.60
O -2.283 -0.419 -0.587 -0.24 0.14 -0.34
C -2.511 1.717 2.174 -0.02 0.05 -0.01
C -1.082 -0.028 -3.972 -0.10 0.02 0.07
C -4.605 1.963 3.330 -0.01 0.01 0.00
C 2.638 -4.545 2.297 0.03 -0.03 0.03
C 1.410 -0.203 7.273 0.01 -0.01 0.00
C -3.219 -2.878 1.872 0.00 0.06 0.06
C -2.263 0.180 -4.642 0.01 0.00 -0.01
C 0.475 3.308 -2.409 0.04 0.04 0.01
C 3.498 -4.569 -1.984 -0.05 0.02 -0.02
C 1.608 -1.217 6.350 -0.01 0.02 -0.02
C 5.334 -4.015 0.425 -0.02 0.04 0.02
C 2.912 -2.144 2.484 -0.09 -0.04 0.05
C -4.110 1.203 4.378 0.02 -0.01 0.01
C 2.283 -4.413 0.856 -0.15 -0.12 0.12
C -1.996 0.969 3.235 -0.08 0.02 -0.02
C 4.129 -0.288 -2.714 0.02 0.04 0.00
C 0.939 6.483 1.058 -0.01 0.03 0.03
C -1.091 -0.229 -2.574 0.20 0.00 -0.04
C -0.904 3.227 -3.058 0.02 0.03 0.05
C 4.002 -6.779 0.052 0.00 0.01 0.06
C -3.534 -0.024 -2.573 0.02 0.00 -0.02
C 0.752 1.536 2.509 0.10 0.11 -0.01
C 3.206 0.179 -0.523 -0.05 -0.08 -0.12
C 1.304 5.111 0.505 0.02 -0.03 0.01
C -2.813 0.707 4.332 0.01 -0.01 -0.01
C 3.177 -0.516 -1.735 -0.10 0.00 -0.01
C 5.124 0.657 -2.505 -0.02 -0.03 -0.05
C -2.327 -0.215 -1.852 -0.15 -0.05 0.12
C 5.150 1.372 -1.319 -0.01 0.04 0.05
C 2.991 -3.494 3.041 0.02 0.02 -0.06
C 4.196 1.141 -0.335 0.09 -0.11 0.01
C 0.652 0.909 6.925 0.01 -0.03 -0.02
C 2.106 0.954 2.082 0.15 0.12 -0.08
C 0.061 4.303 0.152 -0.06 -0.04 0.00
C -1.858 4.370 -2.736 -0.02 0.02 0.01
C -0.002 -3.197 -3.090 -0.04 -0.11 -0.04
C -3.505 0.175 -3.932 0.00 -0.01 -0.01
C 1.741 -3.026 0.486 -0.03 0.06 -0.04
C 2.303 -1.904 1.318 0.31 0.15 -0.06
C 0.094 1.000 5.661 -0.04 0.05 -0.04
C -0.314 -5.725 -1.495 0.04 0.00 -0.06
C -3.803 2.219 2.227 0.03 -0.05 0.03
C 0.272 -0.025 4.726 0.02 -0.17 0.05
C -2.715 -3.795 -1.701 -0.01 -0.05 0.03
C -1.713 -5.571 1.769 -0.06 0.01 0.05
C -0.884 -3.509 3.797 0.02 -0.05 -0.08
C 1.039 -1.127 5.084 0.05 -0.03 -0.04
H -0.481 3.977 1.041 0.01 0.03 0.05
H 0.884 2.306 3.272 -0.04 -0.09 0.11
H 1.204 -1.923 4.372 -0.03 0.07 0.05
H 1.976 -2.817 -0.561 0.08 -0.01 -0.08
H -0.731 3.169 -4.135 -0.01 0.05 -0.03
H 5.870 0.839 -3.268 0.00 0.00 0.01
H -1.922 1.895 1.282 -0.02 -0.05 0.04
H 1.550 -5.189 0.605 -0.03 0.05 -0.06
H -1.400 5.346 -2.917 0.00 -0.01 0.01
H 3.129 -7.309 -0.337 0.02 0.00 0.01
H 0.204 -3.570 3.810 -0.01 -0.06 0.03
H -3.886 -3.433 1.209 0.03 0.01 -0.01
H -1.201 -2.568 4.245 0.06 0.04 0.02
H -4.733 0.992 5.238 0.00 0.00 -0.01
H -3.071 -2.785 -1.493 0.00 0.00 -0.01
H 0.837 -2.540 -2.858 -0.03 -0.07 0.00
H -0.750 -6.080 1.700 -0.01 0.02 0.02
H 1.938 5.225 -0.381 -0.02 0.02 0.00
H 5.920 2.115 -1.152 -0.01 0.00 0.01
H 0.497 1.706 7.641 -0.01 -0.01 -0.02
H -1.269 -4.326 4.414 -0.01 0.05 0.01
H 5.127 -2.948 0.544 0.01 -0.02 -0.02
H 2.374 -1.215 -1.933 -0.01 -0.01 -0.01
H 4.119 -7.046 1.105 0.00 -0.01 -0.03
H 2.739 1.778 1.761 0.05 0.00 -0.08
H 3.327 -3.624 4.063 0.01 0.02 -0.02
H -3.044 -4.076 -2.705 0.00 0.00 0.02
H 1.834 7.044 1.324 -0.01 0.00 0.00
H -4.186 2.792 1.392 -0.01 0.00 0.01
H -2.242 -5.986 2.634 0.01 -0.03 -0.04
H 0.270 1.992 1.648 0.04 0.07 0.08
H -3.118 -1.866 1.472 0.03 -0.01 0.01
H -5.617 2.346 3.368 0.00 0.00 0.00
H -0.865 -6.267 -2.271 0.02 0.00 0.02
H -0.627 4.863 -0.478 0.02 -0.01 -0.02
H -2.304 -5.804 0.884 0.06 -0.01 -0.03
H 0.369 -4.019 -3.708 -0.01 0.02 -0.02
H 0.321 6.394 1.954 0.01 -0.01 -0.01
H 3.653 -3.522 -2.253 0.01 0.04 0.06
H -1.368 2.286 -2.775 -0.02 -0.05 0.01
H 0.382 7.068 0.326 0.01 -0.01 0.00
H -2.748 4.303 -3.361 0.02 -0.01 -0.01
H 1.195 2.673 -2.928 -0.04 -0.07 0.02
H 6.157 -4.118 -0.286 -0.02 -0.02 0.01
H 3.299 -1.328 3.082 0.03 -0.05 0.01
H 4.183 -5.164 -2.593 0.00 0.02 0.02
H -2.442 0.113 5.158 0.00 -0.01 0.01
H 1.845 -0.276 8.261 -0.01 0.01 -0.01
H 2.630 0.477 2.910 -0.12 0.07 0.09
H -0.492 -6.228 -0.549 -0.07 0.02 0.04
H 5.671 -4.402 1.389 0.00 0.03 -0.01
H 4.084 -0.835 -3.648 0.00 -0.01 0.02
H -3.708 -2.796 2.847 -0.01 -0.04 -0.02
H 0.747 -5.816 -1.735 -0.05 -0.02 0.04
H 0.871 4.328 -2.400 0.04 -0.04 -0.04
H 4.880 -7.154 -0.479 -0.02 0.02 0.00
H -3.203 -4.469 -0.993 0.01 0.01 -0.02
H 4.259 1.715 0.577 0.00 -0.02 0.05
H -0.709 -2.622 -3.693 0.05 -0.04 0.04
H -0.493 1.872 5.398 0.00 0.00 0.01
H -2.197 4.332 -1.700 -0.02 -0.01 -0.02
H 2.693 -5.545 2.717 -0.04 0.02 0.00
H 1.896 4.553 1.235 0.01 0.00 -0.01
H 2.483 -4.844 -2.279 0.04 0.02 -0.03
H 2.201 -2.084 6.612 0.00 0.00 0.00